Entry 1:
ORCA calculation (the ωB97M-V functional and the def2-TZVPD basis) on C25H45NP2SeSm as an isolated structure in a non-equilibrium geometry.

Last column: Mulliken charge in e.
Cartesian coordinates (Å):
Sm: -0.013 0.035 0.584  0.457
C: -2.115 1.675 0.984  0.237
C: -2.527 0.743 -0.027  0.903
C: -2.360 -0.410 1.970  0.470
C: -2.084 0.967 2.228  1.019
C: -2.664 -0.549 0.580  0.192
C: -1.885 3.136 0.782  -1.476
H: -1.485 3.356 -0.220  0.193
H: -1.163 3.545 1.505  0.207
H: -2.811 3.726 0.891  0.370
C: -2.022 1.592 3.578  -1.444
H: -1.839 2.671 3.528  0.422
H: -1.244 1.137 4.211  0.106
H: -2.982 1.474 4.112  0.288
C: -2.380 -1.527 2.965  -1.300
H: -3.402 -1.806 3.262  0.387
H: -1.822 -1.272 3.882  0.235
H: -1.926 -2.453 2.566  0.087
C: -3.177 -1.770 -0.093  -1.317
H: -4.276 -1.833 -0.055  0.286
H: -2.786 -2.677 0.382  0.309
H: -2.896 -1.798 -1.153  0.183
C: -2.965 1.096 -1.401  -1.014
H: -3.964 1.578 -1.420  0.310
H: -3.030 0.201 -2.033  0.312
H: -2.266 1.794 -1.886  0.068
C: 1.588 0.459 -2.386  -0.256
C: 0.554 1.315 -2.540  0.081
C: -0.073 1.555 -3.886  -1.408
C: -0.954 0.425 -4.516  -1.188
C: -1.079 -0.887 -3.781  -0.297
C: -0.037 -1.715 -3.652  -0.405
C: 1.314 -1.389 -4.245  -0.993
C: 2.173 -0.280 -3.561  -1.236
H: 0.699 1.796 -4.642  0.481
H: -0.546 0.244 -5.527  0.482
H: -0.703 2.460 -3.811  0.413
H: 2.450 0.428 -4.365  0.409
H: 2.137 0.361 -1.440  0.630
H: 0.205 1.970 -1.732  0.710
H: 3.121 -0.744 -3.238  0.338
H: 1.909 -2.316 -4.246  0.411
H: -0.128 -2.702 -3.184  0.495
H: 1.195 -1.092 -5.303  0.397
H: -1.967 0.832 -4.660  0.298
H: -2.087 -1.159 -3.448  0.732
P: 1.898 2.085 1.508  1.100
C: 1.576 2.872 3.133  -1.100
H: 2.411 3.543 3.388  0.496
H: 1.465 2.116 3.923  0.230
H: 0.647 3.456 3.078  0.235
C: 3.581 1.384 1.736  -1.203
H: 4.263 2.132 2.172  0.419
H: 3.977 1.056 0.765  0.319
H: 3.535 0.513 2.404  0.288
C: 2.138 3.498 0.383  -1.297
H: 2.550 3.135 -0.566  0.327
H: 2.813 4.245 0.826  0.453
H: 1.159 3.959 0.187  0.276
P: 1.105 -2.696 0.729  1.183
C: -0.065 -3.914 0.003  -1.223
H: 0.475 -4.775 -0.422  0.459
H: -0.653 -3.426 -0.788  0.131
H: -0.761 -4.254 0.788  0.382
C: 2.662 -2.893 -0.232  -1.208
H: 2.438 -2.930 -1.306  0.283
H: 3.205 -3.803 0.078  0.441
H: 3.300 -2.018 -0.035  0.283
C: 1.511 -3.421 2.363  -1.375
H: 1.799 -4.480 2.296  0.449
H: 0.648 -3.321 3.030  0.286
H: 2.338 -2.853 2.803  0.365
Se: 0.741 -0.638 5.610  -0.022
C: 0.805 -0.450 3.891  -0.245
N: 0.753 -0.313 2.700  -0.316

Spin multiplicity   6
Relative energy (zero: lowest compared OMol25 entry of this formula, charge and spin)   0.000 eV
DFT total energy   -129968.5086 eV
<S²>   8.775
Net charge   +1
E_LUMO (spin up / spin down)   -3.35 / -2.56 eV
Gap between HOMO and LUMO (spin up / spin down)   6.97 / 7.74 eV



Entry 2:
ORCA calculation (the ωB97M-V functional and the def2-TZVPD basis) on C36H43B3CdCl4N5O24Sn as an isolated structure in a non-equilibrium geometry.

Last column: Mulliken charge in e.
Cartesian coordinates (Å):
Cd: 9.073 -5.808 -17.474  2.124
Sn: 14.311 -5.020 -20.660  1.339
O: 8.831 -2.748 -25.598  -0.551
C: 9.356 -3.484 -24.780  0.632
O: 9.475 -3.257 -23.500  -0.465
B: 10.344 -4.300 -22.894  1.097
O: 10.647 -5.215 -23.966  -0.467
C: 10.030 -4.820 -25.077  0.545
O: 10.014 -5.365 -26.178  -0.547
O: 9.815 -4.943 -21.695  -0.535
C: 10.454 -4.693 -20.643  0.618
O: 10.255 -5.030 -19.485  -0.620
C: 11.760 -3.893 -21.114  0.598
O: 11.615 -3.612 -22.374  -0.518
O: 12.661 -3.589 -20.353  -0.609
O: 13.832 -1.273 -12.111  -0.540
C: 13.622 -2.204 -12.845  0.476
O: 12.965 -2.198 -13.991  -0.618
B: 12.991 -3.566 -14.622  0.887
O: 13.496 -4.432 -13.573  -0.651
C: 13.926 -3.673 -12.547  0.660
O: 14.438 -4.079 -11.530  -0.656
O: 11.638 -3.994 -15.082  -0.574
C: 11.730 -4.544 -16.263  -0.107
O: 10.832 -5.004 -16.913  -0.288
C: 13.113 -4.399 -16.780  0.589
O: 13.808 -3.780 -15.851  -0.051
O: 13.492 -4.784 -17.865  -0.175
O: 9.817 -11.890 -22.608  -0.541
C: 10.438 -11.406 -21.673  0.534
O: 10.538 -10.113 -21.359  -0.367
B: 11.402 -10.007 -20.159  0.945
O: 11.944 -11.334 -19.975  -0.450
C: 11.500 -12.181 -20.926  0.610
O: 11.916 -13.279 -21.200  -0.516
O: 12.443 -8.995 -20.368  -0.543
C: 12.116 -7.894 -19.728  0.475
O: 12.627 -6.756 -19.815  -0.362
C: 10.885 -8.181 -18.860  0.075
O: 10.660 -9.461 -18.962  -0.549
O: 10.302 -7.374 -18.102  -0.577
C: 16.410 0.277 -9.884  -0.764
C: 15.663 1.326 -8.979  -0.631
C: 14.280 0.908 -8.440  0.007
C: 13.193 1.372 -9.297  0.225
N: 12.393 1.780 -10.029  -0.535
H: 17.161 0.752 -10.514  0.316
H: 15.712 -0.106 -10.631  -0.034
H: 16.772 -0.586 -9.327  0.372
H: 15.690 2.327 -9.414  0.392
H: 16.397 1.559 -8.204  0.410
H: 14.097 1.498 -7.541  0.306
H: 14.076 -0.156 -8.327  0.028
C: 17.208 -7.626 -9.153  -1.153
C: 15.951 -8.136 -9.942  -0.769
C: 15.484 -7.279 -11.121  0.564
C: 16.481 -7.294 -12.191  0.178
N: 17.245 -7.202 -13.052  -0.530
H: 17.409 -8.360 -8.375  0.352
H: 16.937 -6.644 -8.766  0.285
H: 18.056 -7.588 -9.836  0.374
H: 15.155 -8.241 -9.204  0.306
H: 16.156 -9.153 -10.279  0.401
H: 15.273 -6.219 -10.982  -0.253
H: 14.644 -7.852 -11.516  0.338
C: 19.305 -5.675 -16.001  -1.111
C: 18.560 -4.367 -15.618  -0.693
C: 17.066 -4.386 -15.980  0.586
C: 16.797 -4.888 -17.324  0.092
N: 16.632 -5.256 -18.422  -0.489
H: 18.825 -6.464 -15.423  0.242
H: 20.387 -5.566 -15.954  0.385
H: 19.171 -5.836 -17.073  0.325
H: 19.047 -3.491 -16.044  0.374
H: 18.701 -4.318 -14.538  0.338
H: 16.684 -3.366 -15.915  0.179
H: 16.428 -4.981 -15.325  -0.043
C: 6.281 -7.075 -12.754  -1.125
C: 7.241 -8.270 -13.051  -0.530
C: 8.755 -7.954 -13.207  -0.325
C: 8.967 -7.074 -14.372  0.129
N: 9.151 -6.392 -15.276  -0.047
H: 6.714 -6.402 -12.015  0.312
H: 5.343 -7.482 -12.376  0.351
H: 5.904 -6.504 -13.603  0.318
H: 6.849 -8.709 -13.968  0.297
H: 7.099 -8.986 -12.243  0.372
H: 9.234 -8.933 -13.227  0.301
H: 9.191 -7.502 -12.315  0.244
C: 12.794 -6.447 -7.366  -1.041
C: 11.911 -5.412 -8.004  -0.335
C: 12.708 -4.143 -8.492  0.210
C: 13.136 -3.193 -7.454  0.101
N: 13.465 -2.434 -6.669  -0.466
H: 12.904 -6.312 -6.289  0.351
H: 13.765 -6.571 -7.846  0.130
H: 12.404 -7.467 -7.373  0.384
H: 11.040 -5.207 -7.381  0.335
H: 11.473 -5.848 -8.905  0.185
H: 12.254 -3.536 -9.275  0.328
H: 13.627 -4.526 -8.938  -0.176
Cl: 15.996 2.256 -13.459  -0.230
C: 14.280 1.782 -13.267  1.093
C: 13.357 2.906 -13.647  -0.420
Cl: 13.434 4.314 -12.625  -0.180
H: 14.148 1.355 -12.272  -0.376
H: 14.142 0.875 -13.857  -0.549
H: 12.353 2.484 -13.589  0.293
H: 13.537 3.201 -14.681  0.344
Cl: 15.450 0.144 -16.649  -0.155
C: 14.237 -0.598 -17.675  0.234
C: 12.862 -0.148 -17.154  -0.324
Cl: 11.685 -1.259 -17.966  -0.175
H: 14.293 -1.656 -17.415  -0.461
H: 14.385 -0.489 -18.747  0.427
H: 12.633 0.909 -17.276  0.494
H: 12.737 -0.405 -16.103  -0.014

DFT total energy   -157138.8015 eV
Net charge   +1
E_LUMO   -6.25 eV
Gap between HOMO and LUMO   5.44 eV



Entry 3:
ORCA calculation (the ωB97M-V functional and the def2-TZVPD basis) on C12H19GeLiNO4Se as an isolated structure.

Last column: natural (NBO) charge in e.
Cartesian coordinates (Å):
Li: 0.283 -0.932 -0.140  0.843
O: -3.123 2.048 0.678  -0.651
C: -2.097 1.232 0.476  0.771
O: -2.159 0.031 0.465  -0.584
C: -0.804 1.969 0.265  0.084
C: -0.691 3.352 0.313  -0.166
C: 0.559 3.911 0.107  -0.139
C: 1.643 3.079 -0.137  -0.190
C: 1.427 1.711 -0.168  0.063
N: 0.228 1.173 0.030  -0.436
C: 2.470 0.653 -0.426  0.791
O: 3.725 0.997 -0.633  -0.608
O: 2.149 -0.513 -0.440  -0.628
H: -3.928 1.521 0.804  0.519
H: -1.561 3.963 0.505  0.261
H: 0.691 4.983 0.132  0.249
H: 2.619 3.517 -0.300  0.226
H: 3.873 1.950 -0.596  0.500
C: 2.497 -6.264 0.501  -1.082
Ge: 1.763 -4.492 0.151  1.604
C: 2.039 -3.329 1.706  -1.083
C: 2.585 -3.729 -1.448  -1.087
C: -0.169 -4.670 -0.215  -1.025
Se: -1.213 -3.011 -0.166  0.253
C: -1.660 -3.071 1.724  -0.776
H: 3.573 -6.209 0.663  0.242
H: 2.314 -6.925 -0.346  0.239
H: 2.041 -6.708 1.386  0.237
H: 3.107 -3.163 1.848  0.245
H: 1.646 -3.782 2.616  0.236
H: 1.574 -2.350 1.581  0.200
H: 3.649 -3.560 -1.274  0.241
H: 2.146 -2.774 -1.734  0.225
H: 2.485 -4.418 -2.287  0.238
H: -0.665 -5.346 0.481  0.242
H: -0.317 -5.083 -1.213  0.249
H: -0.758 -3.101 2.329  0.222
H: -2.269 -3.952 1.907  0.233
H: -2.233 -2.174 1.945  0.241

Relative energy (zero: lowest compared OMol25 entry of this formula, charge and spin)   0.000 eV
DFT total energy   -144496.8049 eV
Net charge   +1
E_LUMO   -3.99 eV
Gap between HOMO and LUMO   7.29 eV



Entry 4:
ORCA calculation (the ωB97M-V functional and the def2-TZVPD basis) on one molecule with the formula C5H9F2NSi in a non-equilibrium geometry.

Last column: natural (NBO) charge in e.
Cartesian coordinates (Å):
C: 3.289 0.725 -1.955  -0.210
C: 0.810 -0.518 0.978  -0.619
C: -0.165 1.284 -0.199  -0.622
C: -0.773 -1.163 -0.788  -0.626
C: 0.293 -0.145 -0.395  -0.410
N: 4.134 1.437 -2.261  -0.259
F: 1.342 -0.576 -3.210  -0.641
F: 2.318 -1.967 -1.415  -0.648
Si: 1.785 -0.405 -1.690  2.076
H: 0.864 -1.664 1.047  0.223
H: 1.701 0.045 1.188  0.213
H: -0.040 -0.213 1.695  0.208
H: 0.696 1.867 0.219  0.223
H: -0.750 1.615 -1.011  0.221
H: -0.820 1.272 0.646  0.206
H: -0.751 -1.315 -1.852  0.223
H: -0.517 -2.117 -0.261  0.223
H: -1.687 -0.684 -0.467  0.220

Relative energy (zero: lowest compared OMol25 entry of this formula, charge and spin)   0.932 eV
SMILES   CC(C)(C)[Si](F)(F)C#N
DFT total energy   -20136.4768 eV
E_LUMO   0.62 eV
Gap between HOMO and LUMO   11.72 eV